C22H66O11 | ωB97M-V/def2-TZVPD

Results
SMILES string = CCO.CCO.CCO.CCO.CCO.CCO.CCO.CCO.CCO.CCO.CCO
Total energy = -46401.261 eV
Energy relative to the best compared isomer or geometry (same formula, charge and spin) = 126.43 kcal/mol
HOMO level = -9.753 eV
Kohn-Sham gap = 10.226 eV
LUMO energy = 0.47 eV

ORCA input file:
```
! wB97M-V def2-TZVPD RIJCOSX def2/J DEFGRID3
* xyz 0 1
C -5.56 2.62 -0.61
C -4.48 2.51 0.57
O -4.04 1.25 0.53
H -5.80 3.68 -0.67
H -6.51 2.17 -0.33
H -5.14 2.31 -1.57
H -4.77 2.74 1.59
H -3.83 3.32 0.25
H -4.73 0.67 0.87
C 1.09 2.60 3.24
C 1.43 1.22 3.78
O 0.94 1.21 5.10
H 0.01 2.59 3.16
H 1.63 2.71 2.30
H 1.42 3.32 3.99
H 2.50 1.05 3.93
H 1.05 0.36 3.22
H 0.00 1.03 5.10
C -3.06 4.29 -2.61
C -1.98 3.53 -1.83
O -1.34 2.65 -2.76
H -3.61 4.93 -1.92
H -3.85 3.75 -3.14
H -2.58 4.93 -3.34
H -2.47 2.84 -1.13
H -1.35 4.17 -1.22
H -1.08 1.85 -2.30
C -2.49 -0.45 -3.78
C -3.69 0.42 -3.68
O -4.79 -0.01 -4.43
H -1.90 -0.13 -2.93
H -2.01 -0.58 -4.75
H -2.92 -1.41 -3.50
H -3.55 1.46 -3.97
H -3.97 0.40 -2.62
H -5.31 0.80 -4.49
C -3.64 -2.81 -0.33
C -2.82 -3.21 0.94
O -3.39 -2.56 2.07
H -3.31 -1.83 -0.67
H -4.73 -2.79 -0.19
H -3.44 -3.54 -1.11
H -1.82 -2.81 0.75
H -2.71 -4.29 1.00
H -2.70 -2.71 2.71
C 4.73 -1.56 1.66
C 4.92 -2.02 3.12
O 3.72 -2.58 3.56
H 4.12 -0.66 1.73
H 4.26 -2.32 1.04
H 5.69 -1.21 1.26
H 4.96 -1.11 3.71
H 5.81 -2.63 3.29
H 3.73 -2.58 4.52
C 2.00 -4.07 -1.64
C 1.15 -5.32 -1.56
O 1.91 -6.53 -1.62
H 2.70 -4.23 -2.46
H 2.45 -3.84 -0.68
H 1.32 -3.23 -1.80
H 0.37 -5.31 -2.32
H 0.64 -5.41 -0.60
H 2.51 -6.64 -0.88
C 4.87 1.07 -0.98
C 3.56 0.53 -1.46
O 2.55 1.43 -1.10
H 5.47 0.25 -0.60
H 4.78 1.71 -0.10
H 5.32 1.72 -1.73
H 3.31 -0.50 -1.22
H 3.53 0.47 -2.55
H 2.57 2.01 -1.86
C 0.54 -0.69 0.33
C -0.40 0.52 0.37
O -1.55 0.20 -0.36
H 1.33 -0.37 1.01
H 0.98 -0.94 -0.64
H 0.11 -1.56 0.81
H 0.08 1.47 0.13
H -0.50 0.57 1.45
H -2.33 0.60 0.03
C 1.62 4.82 -1.23
C 3.09 4.64 -1.51
O 3.44 5.82 -2.21
H 1.21 4.17 -0.45
H 1.02 4.63 -2.12
H 1.45 5.86 -0.93
H 3.46 3.79 -2.09
H 3.65 4.60 -0.58
H 4.17 5.71 -2.82
C 0.51 -4.32 2.30
C 0.16 -3.46 3.53
O -1.24 -3.44 3.76
H 0.14 -3.96 1.33
H 0.37 -5.38 2.47
H 1.54 -4.14 2.01
H 0.52 -2.44 3.55
H 0.56 -4.11 4.31
H -1.62 -4.30 3.58
*
```

These are the Löwdin partial charges, in e, on atoms 1 to 6: atom 1 (C): -0.0522, atom 2 (C): -0.3325, atom 3 (O): -0.0684, atom 4 (H): 0.0633, atom 5 (H): 0.0662, atom 6 (H): 0.0541

***

C20H37F3NO11P2 | ωB97M-V/def2-TZVPD

Results
Total energy = -72074.000 eV
Energy relative to the best compared isomer or geometry (same formula, charge and spin) = 0.00 kcal/mol
HOMO level = -11.550 eV
Kohn-Sham gap = 6.424 eV
LUMO energy = -5.13 eV

ORCA input file:
```
! wB97M-V def2-TZVPD RIJCOSX def2/J DEFGRID3
* xyz 1 1
O -6.47 1.28 -0.04
C -5.54 1.01 0.67
O -5.76 0.78 2.02
C -4.15 0.88 -0.01
C -3.62 1.95 -0.84
C -2.33 1.77 -1.48
N -1.64 0.59 -1.30
C -2.11 -0.45 -0.53
C -1.31 -1.81 -0.38
O -1.09 -2.42 -1.66
C -2.25 -2.85 -2.26
F -3.18 -3.36 -1.39
F -2.85 -1.91 -3.05
F -1.90 -3.88 -3.09
C -3.39 -0.37 0.16
H -5.87 -0.18 2.14
H -4.20 2.89 -0.98
H -1.91 2.56 -2.14
H -0.75 0.49 -1.79
H -0.29 -1.55 0.02
H -1.79 -2.47 0.38
H -3.76 -1.22 0.78
O 3.67 4.66 -3.95
P 2.29 5.25 -4.08
O 1.87 5.17 -2.48
C 2.53 6.02 -1.56
C 2.15 7.48 -1.76
O 1.52 3.89 -4.60
C 2.25 2.82 -5.20
C 2.69 1.81 -4.16
O 0.81 6.05 -4.35
C 0.84 7.27 -5.10
C 1.66 7.17 -6.37
H 3.61 5.90 -1.63
H 2.22 5.71 -0.56
H 2.60 7.87 -2.68
H 2.51 8.10 -0.93
H 1.07 7.59 -1.84
H 3.10 3.21 -5.77
H 1.59 2.33 -5.92
H 3.16 2.28 -3.30
H 3.39 1.09 -4.59
H 1.82 1.26 -3.78
H 1.22 8.08 -4.47
H -0.19 7.52 -5.36
H 2.72 6.98 -6.15
H 1.60 8.09 -6.95
H 1.31 6.34 -7.00
O -0.77 -5.64 5.72
P 0.24 -5.19 4.68
O 0.80 -3.91 5.55
C 1.57 -4.15 6.72
C 2.93 -4.74 6.39
O -0.81 -4.37 3.70
C -2.20 -4.68 3.72
C -2.94 -3.81 4.73
O 1.44 -4.79 3.54
C 2.28 -5.84 3.07
C 1.52 -7.09 2.66
H 1.02 -4.80 7.41
H 1.71 -3.19 7.22
H 2.82 -5.78 6.06
H 3.58 -4.75 7.27
H 3.42 -4.18 5.60
H -2.36 -5.74 3.91
H -2.60 -4.48 2.72
H -2.44 -3.80 5.70
H -3.96 -4.17 4.87
H -2.97 -2.78 4.39
H 3.03 -6.08 3.83
H 2.83 -5.45 2.20
H 1.02 -7.54 3.52
H 2.20 -7.84 2.25
H 0.76 -6.85 1.92
*
```

These are the Löwdin partial charges, in e, on atoms 1 to 6: atom 1 (O): 0.1858, atom 2 (C): -0.4315, atom 3 (O): 0.0965, atom 4 (C): -0.0136, atom 5 (C): 0.0736, atom 6 (C): 0.0387

***

C9H9Cl5CuGeN2O4 | ωB97M-V/def2-TZVPD

Results
Total energy = -184414.177 eV
Energy relative to the best compared isomer or geometry (same formula, charge and spin) = 16.27 kcal/mol
HOMO level = -12.377 eV
Kohn-Sham gap = 8.350 eV
LUMO energy = -4.03 eV

ORCA input file:
```
! wB97M-V def2-TZVPD RIJCOSX def2/J DEFGRID3
* xyz 1 1
Cu 0.74 -0.11 0.11
C 5.06 -0.64 -1.05
O 4.37 -1.72 -0.37
C 3.16 -1.46 0.05
O 2.62 -0.36 -0.08
N 2.59 -2.52 0.66
N 1.32 -2.37 1.24
H 6.02 -1.05 -1.33
H 5.18 0.20 -0.37
H 4.50 -0.33 -1.93
H 3.11 -3.39 0.74
H 1.37 -2.55 2.24
H 0.66 -3.01 0.81
Cl -6.35 0.77 -1.00
C -4.71 0.85 -0.50
C -4.26 1.94 0.22
C -2.93 2.00 0.62
Cl -2.46 3.32 1.60
C -2.02 1.00 0.29
O -0.71 1.05 0.75
C -2.51 -0.12 -0.42
C -1.75 -1.31 -0.80
O -0.55 -1.50 -0.73
C -3.85 -0.18 -0.79
H -4.93 2.74 0.49
H -2.37 -2.12 -1.21
H -4.21 -1.05 -1.33
Cl -0.52 3.56 -1.07
Ge 0.39 2.54 0.58
Cl 2.47 2.60 0.00
Cl 0.54 3.21 2.59
*
```

These are the natural (NBO) partial charges, in e, on atoms 1 to 6: atom 1 (Cu): 0.9228, atom 2 (C): -0.2571, atom 3 (O): -0.4738, atom 4 (C): 0.9114, atom 5 (O): -0.7568, atom 6 (N): -0.4628

***

C5H11N3 | ωB97M-V/def2-TZVPD

Results
Total energy = -9829.398 eV
Energy relative to the best compared isomer or geometry (same formula, charge and spin) = 103.96 kcal/mol
HOMO level (alpha / beta) = -6.641 / -6.672 eV
Kohn-Sham gap (alpha / beta) = 6.508 / 6.571 eV
LUMO energy (alpha / beta) = -0.13 / -0.10 eV

ORCA input file:
```
! wB97M-V def2-TZVPD RIJCOSX def2/J DEFGRID3
* xyz 0 1
C 1.16 0.46 -1.46
N 2.17 -0.53 -1.45
C -0.37 -1.34 -0.13
N -0.17 -2.33 -0.71
H 1.82 -1.42 -1.79
H 2.58 -0.67 -0.54
H 0.71 0.52 -2.45
H 1.61 1.44 -1.24
C 0.06 -0.04 1.94
N -1.21 1.47 -0.20
C -1.86 0.49 0.38
C -1.04 -0.56 1.01
H -0.11 1.09 -0.77
H -1.77 2.13 -0.74
H -2.90 0.27 0.13
H -1.68 -1.27 1.53
H 0.65 -0.87 2.33
H -0.38 0.52 2.76
H 0.73 0.63 1.40
*
```

These are the natural (NBO) partial charges, in e, on atoms 1 to 6: atom 1 (C): -0.4905, atom 2 (N): -0.8115, atom 3 (C): 0.2868, atom 4 (N): -0.3736, atom 5 (H): 0.3735, atom 6 (H): 0.3505